1.
{
  "formula": "C16H15NO2S",
  "method": "wB97M-V/def2-TZVPD",
  "smiles": "CCOc1ccccc1Cn1c(=O)sc2ccccc21",
  "e_homo_ev": -8.2943,
  "lumo_energy_ev": 0.75,
  "symbols": ["C", "C", "O", "C", "C", "C", "C", "C", "C", "C", "N", "C", "O", "S", "C", "C", "C", "C", "C", "C", "H", "H", "H", "H", "H", "H", "H", "H", "H", "H", "H", "H", "H", "H", "H"],
  "coordinates": [[2.0146, 1.3219, -1.4916], [0.8580, 0.9120, -2.3974], [-0.0968, 0.1152, -1.7260], [0.2021, -1.1748, -1.3928], [1.2805, -1.8934, -1.8967], [1.4767, -3.2128, -1.5267], [0.6040, -3.8342, -0.6542], [-0.4724, -3.1248, -0.1501], [-0.6853, -1.8027, -0.5054], [-1.8379, -1.0381, 0.0991], [-1.4269, -0.3581, 1.3210], [-1.3179, -1.0918, 2.4627], [-1.6229, -2.2447, 2.6085], [-0.6566, -0.0623, 3.7734], [-0.5904, 1.3111, 2.6923], [-0.1702, 2.5938, 2.9903], [-0.2212, 3.5527, 1.9940], [-0.6959, 3.2275, 0.7310], [-1.1167, 1.9437, 0.4308], [-1.0512, 0.9676, 1.4147], [2.5667, 0.4490, -1.1513], [1.6312, 1.8476, -0.6198], [2.6902, 1.9780, -2.0333], [1.2238, 0.4079, -3.3000], [0.2970, 1.7984, -2.7075], [1.9755, -1.4367, -2.5835], [2.3217, -3.7521, -1.9285], [0.7591, -4.8616, -0.3646], [-1.1526, -3.5936, 0.5440], [-2.6347, -1.7361, 0.3705], [-2.2198, -0.2943, -0.5986], [0.1835, 2.8302, 3.9807], [0.1039, 4.5597, 2.2045], [-0.7417, 3.9881, -0.0339], [-1.4776, 1.7077, -0.5558]]
}


2.
{
  "formula": "C12H20O2S2",
  "method": "wB97M-V/def2-TZVPD",
  "smiles": "C1CCC2(CC1)SCC1(COCOC1)CS2",
  "e_homo_ev": -8.5022,
  "lumo_energy_ev": 0.67,
  "symbols": ["C", "C", "C", "C", "C", "C", "S", "C", "C", "C", "O", "C", "O", "C", "C", "S", "H", "H", "H", "H", "H", "H", "H", "H", "H", "H", "H", "H", "H", "H", "H", "H", "H", "H", "H", "H"],
  "coordinates": [[-3.3883, 2.6511, -0.1169], [-2.3868, 2.3786, -1.2483], [-0.9541, 2.1742, -0.7032], [-0.8719, 1.0733, 0.4151], [-1.9034, 1.3795, 1.5169], [-3.3421, 1.5884, 0.9963], [0.8142, 1.0931, 1.1642], [1.2452, -0.6614, 1.4016], [1.5202, -1.3500, 0.0264], [2.9184, -0.9008, -0.4680], [3.4470, -1.9204, -1.3202], [3.6961, -3.1611, -0.6337], [2.7884, -3.3980, 0.4441], [1.4437, -2.9064, 0.2369], [0.4701, -0.8997, -1.0451], [-1.1909, -0.5839, -0.3279], [-3.1404, 3.6274, 0.3009], [-4.3898, 2.6750, -0.5593], [-2.6932, 1.4455, -1.7025], [-2.3953, 3.1835, -2.0198], [-0.3277, 1.8977, -1.5554], [-0.6079, 3.1470, -0.2970], [-1.5244, 2.2750, 2.0418], [-1.8745, 0.5782, 2.2332], [-3.8909, 1.9762, 1.8464], [-3.8233, 0.6947, 0.6130], [2.1445, -0.7813, 2.0564], [0.3848, -1.1350, 1.8970], [2.9138, 0.0726, -0.9727], [3.6241, -0.7790, 0.3419], [3.5991, -3.9270, -1.3768], [4.7258, -3.2299, -0.2744], [0.8169, -3.1980, 1.1181], [1.0756, -3.3570, -0.6926], [0.7269, -0.0165, -1.6052], [0.3500, -1.7054, -1.7312]]
}


3.
{
  "formula": "CH2BrFO",
  "method": "wB97M-V/def2-TZVPD",
  "e_homo_ev": [-10.4450, -10.4447],
  "lumo_energy_ev": [-0.91, -0.91],
  "symbols": ["C", "O", "F", "Br", "H", "H"],
  "coordinates": [[-0.1263, -0.1440, -0.2464], [0.3561, -0.7192, 0.8332], [0.2829, 2.0070, 0.0616], [-2.0568, -0.0679, -0.1512], [0.2382, -0.1711, -1.1821], [1.3059, -0.9049, 0.6848]]
}


4.
{
  "formula": "C17H17Br12N3O6",
  "method": "wB97M-V/def2-TZVPD",
  "e_homo_ev": -9.8248,
  "lumo_energy_ev": -0.84,
  "symbols": ["C", "N", "O", "O", "H", "H", "H", "C", "C", "C", "C", "C", "C", "N", "O", "O", "H", "H", "H", "H", "H", "C", "C", "C", "C", "C", "C", "N", "O", "O", "H", "H", "H", "H", "H", "C", "Br", "Br", "Br", "H", "C", "Br", "Br", "Br", "H", "C", "Br", "Br", "Br", "H", "C", "Br", "Br", "Br", "H"],
  "coordinates": [[7.6262, 6.5263, -6.6106], [7.5901, 7.7249, -7.5169], [8.6818, 8.1346, -7.9781], [6.5988, 8.3979, -7.7067], [7.8915, 6.7958, -5.5884], [8.2307, 5.7374, -7.0583], [6.5862, 6.2500, -6.4370], [5.1930, 15.9127, -6.0095], [6.1924, 15.9382, -5.0533], [6.5258, 14.7618, -4.3734], [5.8610, 13.5689, -4.6526], [4.8894, 13.5858, -5.6818], [4.4881, 14.7410, -6.3246], [6.2522, 12.3180, -4.0414], [5.4397, 11.3719, -4.0294], [7.4268, 12.1963, -3.6137], [5.0817, 16.8175, -6.5885], [6.6489, 16.8163, -4.6210], [7.2915, 14.8927, -3.6231], [4.3765, 12.6705, -5.9378], [3.7016, 14.8892, -7.0497], [16.4846, 10.3593, -11.2735], [16.5635, 9.2725, -12.1147], [15.7527, 8.0820, -11.8922], [14.9137, 7.9903, -10.7694], [14.7910, 9.1479, -9.9672], [15.5553, 10.3088, -10.2464], [14.2709, 6.7073, -10.3364], [14.5076, 5.6384, -10.9471], [13.7391, 6.6845, -9.2327], [17.1276, 11.2028, -11.4772], [17.3298, 9.3071, -12.8750], [15.8949, 7.2592, -12.5772], [14.1133, 9.1047, -9.1274], [15.5441, 11.1653, -9.5887], [9.4564, 13.8261, -11.0840], [11.1817, 14.4501, -10.1600], [9.7283, 13.3546, -12.9283], [8.0660, 15.1961, -11.0073], [9.0908, 12.9671, -10.5213], [4.1380, 1.4050, -3.4839], [5.8131, 0.3730, -3.6171], [3.2269, 1.6751, -5.2863], [4.5240, 3.1748, -2.6746], [3.4446, 1.0138, -2.7394], [10.2828, 4.0227, -0.9249], [10.3475, 6.0341, -0.6104], [11.7075, 2.9654, 0.1342], [10.6332, 3.6113, -2.9132], [9.3132, 3.5861, -0.6852], [6.7710, 5.7931, -12.9584], [5.0476, 6.6440, -12.4686], [7.3703, 4.3763, -11.6914], [8.2245, 7.1690, -12.9680], [6.6758, 5.2817, -13.9162]]
}


5.
{
  "formula": "C31H45CuO3",
  "method": "wB97M-V/def2-TZVPD",
  "spin_multiplicity": 2,
  "e_homo_ev": [-2.6971, -2.6971],
  "lumo_energy_ev": [2.02, 1.09],
  "total_charge": -1,
  "symbols": ["O", "C", "C", "H", "H", "C", "H", "H", "C", "H", "H", "H", "C", "H", "H", "H", "Cu", "C", "C", "C", "H", "C", "C", "H", "H", "H", "H", "C", "C", "C", "H", "C", "C", "H", "H", "H", "H", "O", "C", "C", "H", "H", "C", "H", "H", "C", "H", "H", "H", "H", "C", "C", "C", "C", "C", "C", "C", "C", "C", "C", "C", "C", "O", "H", "H", "H", "H", "H", "H", "H", "H", "H", "H", "H", "H", "H", "H", "H", "H", "H"],
  "coordinates": [[-1.0361, -1.2361, -3.8329], [-1.1483, 0.0334, -4.5855], [-0.8846, -0.6238, -5.9201], [-0.3489, 0.7231, -4.2863], [-2.1491, 0.4608, -4.4466], [-0.8131, -1.9332, -5.1268], [0.0654, -0.3063, -6.3536], [-1.7158, -0.5710, -6.6232], [0.5288, -2.6204, -5.1732], [1.3385, -1.9407, -4.8861], [0.7171, -2.9756, -6.1931], [0.5460, -3.4953, -4.5192], [-1.9598, -2.8659, -5.4430], [-2.9215, -2.3533, -5.3520], [-1.9513, -3.7344, -4.7792], [-1.8681, -3.2323, -6.4714], [-1.2725, -1.5511, -1.8874], [-2.8737, -1.4917, 0.4036], [-2.4507, -0.1527, 0.5547], [-2.4835, 0.4777, -0.7135], [-2.2044, 0.3255, 1.5023], [-2.9760, -0.4698, -1.6838], [-3.1509, -1.7371, -0.9813], [-3.5423, -2.6538, -1.4209], [-3.0411, -2.1995, 1.2132], [-2.2398, 1.5194, -0.9153], [-3.4021, -0.2281, -2.6576], [-0.0346, -2.5485, 0.4516], [-0.3458, -3.4861, -0.5670], [0.1817, -2.9936, -1.8029], [-0.8555, -4.4398, -0.4464], [0.7639, -1.6864, -1.5339], [0.5871, -1.4224, -0.1353], [0.9021, -0.5219, 0.3884], [-0.2239, -2.6754, 1.5171], [0.2832, -3.5526, -2.7249], [1.3943, -1.1270, -2.2202], [2.1603, 2.3377, -3.7057], [1.6743, 1.3853, -2.7378], [0.3676, 1.9054, -2.0935], [2.4509, 1.2562, -1.9517], [1.5650, 0.4336, -3.2939], [0.2607, 3.3780, -2.5680], [0.3886, 1.8074, -1.0006], [-0.5055, 1.3338, -2.4319], [1.4853, 3.5923, -3.4857], [0.2899, 4.0724, -1.7213], [-0.6757, 3.5282, -3.1222], [2.2017, 4.2968, -3.0264], [1.2104, 3.9956, -4.4704], [4.0742, 1.8425, 2.8765], [2.6884, 2.4504, 3.1117], [1.9391, 2.5865, 1.7853], [1.9674, 1.7176, 4.2374], [2.4724, 1.8574, 5.5165], [1.8944, 1.2181, 6.6119], [0.7836, 0.3853, 6.4326], [0.2288, 0.1926, 5.1867], [-1.0251, -0.6479, 4.9783], [-1.1700, -1.7776, 6.0035], [-2.2725, 0.2422, 4.9940], [0.7918, 0.8776, 4.0184], [0.2603, 0.7334, 2.8846], [3.9805, 0.7969, 2.5523], [4.6752, 1.8647, 3.7924], [4.6065, 2.4001, 2.0981], [2.8448, 3.4727, 3.4953], [1.8274, 1.6155, 1.2914], [0.9508, 3.0266, 1.9435], [2.5148, 3.2532, 1.1296], [3.3528, 2.4917, 5.6593], [2.3094, 1.3644, 7.6077], [0.3394, -0.1161, 7.2960], [-0.9407, -1.0951, 3.9767], [-1.4547, -1.3747, 6.9841], [-1.9552, -2.4707, 5.6773], [-0.2332, -2.3380, 6.1080], [-2.1735, 1.0486, 4.2583], [-3.1691, -0.3463, 4.7644], [-2.3965, 0.6915, 5.9892]]
}


6.
{
  "formula": "C6H12N2",
  "method": "wB97M-V/def2-TZVPD",
  "smiles": "CC1(/C(N)=C/N)CC1",
  "e_homo_ev": -6.8741,
  "lumo_energy_ev": 1.04,
  "symbols": ["C", "C", "C", "N", "C", "N", "C", "C", "H", "H", "H", "H", "H", "H", "H", "H", "H", "H", "H", "H"],
  "coordinates": [[0.1154, 0.9762, -1.8820], [-0.0504, -0.0666, -0.7961], [0.0935, 0.3968, 0.6076], [0.4918, 1.7352, 0.8305], [-0.0431, -0.4299, 1.6597], [0.1226, -0.0195, 2.9992], [-1.0793, -1.2203, -1.0613], [0.3911, -1.4622, -1.1562], [1.1112, 1.4178, -1.8446], [-0.0110, 0.5190, -2.8615], [-0.6294, 1.7681, -1.7937], [0.2772, 2.3592, 0.0680], [0.1043, 2.1016, 1.6902], [-0.4038, -1.4372, 1.5422], [0.8808, 0.6413, 3.1134], [0.2334, -0.7986, 3.6322], [-1.6569, -1.1424, -1.9707], [-1.6237, -1.6665, -0.2442], [0.8630, -2.0614, -0.3916], [0.8135, -1.6106, -2.1411]]
}


| no. | F_max (eV/A) | E (Ha) | molar mass (g/mol) |
| --- | --- | --- | --- |
| 1 | 0.80 | -1222.16035 | 285.37 |
| 2 | 1.59 | -1416.07449 | 260.42 |
| 3 | 6.74 | -2788.31135 | 128.93 |
| 4 | 3.83 | -32161.43523 | 1318.19 |
| 5 | 3.50 | -3074.30423 | 529.24 |
| 6 | 1.39 | -345.28345 | 112.18 |